(1)
Here is C21H44NO12S3V as an isolated structure in a non-equilibrium geometry from the Open Molecules 2025 dataset. Energies are from wB97M-V/def2-TZVPD.

lowest unoccupied orbital energy = -0.012 Ha
strongest force on any atom = 4.86 eV Å⁻¹
frontier orbital gap = 5.60 eV

Structure (XYZ):
```
82
Properties=species:S:1:pos:R:3:forces:R:3:mulliken_charge:R:1
O -0.6752 -0.7453 -1.1527 0.9 1.2 0.6 -0.508
V 0.3163 0.3031 -0.4112 -1.7 -2.0 0.3 0.751
O 1.7091 -0.4084 -0.4282 0.3 -0.7 0.5 -0.330
C -0.0320 -0.9158 4.8412 0.0 -0.9 0.4 -1.746
C -0.0005 -1.7406 3.4783 -0.7 0.2 1.2 1.653
C -0.2752 -3.2499 3.8884 0.1 2.2 0.2 -1.020
C -1.7153 -3.5169 4.1131 -0.6 -0.5 1.8 -0.739
C -2.6264 -3.1861 3.0177 1.5 1.0 -2.1 -1.073
C -2.3868 -1.6469 2.5525 0.2 -1.9 -0.2 1.353
N -0.9471 -1.2897 2.4554 0.1 -0.4 -1.5 0.148
O -0.6985 0.0324 1.8884 0.4 -0.9 -0.4 -0.343
C -3.1505 -0.7940 3.5152 -0.7 1.7 -0.6 -1.590
C -3.0832 -1.5404 1.1660 -0.1 1.0 0.4 -1.803
C 1.4093 -1.7890 2.9771 2.9 0.1 -0.4 -2.117
H 0.6336 -1.4157 5.5448 1.2 0.4 -0.3 0.506
H -0.8692 -1.0848 5.5185 -1.1 0.1 -0.8 0.412
H 0.1284 0.1618 4.8052 0.2 -0.2 -0.4 0.192
H 0.0839 -3.3781 4.9095 1.0 0.0 -0.2 0.363
H 0.2668 -3.9097 3.2109 -0.4 -0.2 -0.1 0.431
H -2.1090 -2.9306 4.9433 0.6 0.2 0.6 0.282
H -1.7024 -4.5369 4.4971 -0.8 -0.4 -0.3 0.329
H -3.6783 -3.3586 3.2451 0.1 0.0 -0.2 0.465
H -2.2308 -3.8026 2.2105 -0.8 -0.1 -0.7 0.374
H -3.0723 0.2271 3.1418 0.3 0.4 0.1 0.254
H -2.8317 -0.7370 4.5560 -0.2 -0.6 -0.1 0.252
H -4.2066 -0.9846 3.3244 -0.2 -0.3 0.9 0.457
H -4.1523 -1.7399 1.2403 -0.1 -0.5 0.3 0.516
H -2.7004 -2.1311 0.3337 0.4 0.0 0.4 0.339
H -3.0768 -0.4870 0.8860 0.4 0.0 -0.3 0.067
H 2.1014 -2.2732 3.6659 -0.5 -0.5 0.9 0.468
H 2.0542 -0.9215 2.8367 -1.0 1.0 -0.2 0.275
H 1.6577 -2.3795 2.0952 -1.1 -0.1 -0.5 0.455
C -2.2517 -1.8708 -3.9789 -1.2 -0.3 1.1 0.009
C -1.0138 -1.4298 -4.6680 1.2 -1.4 -0.5 -0.065
O -1.4596 -0.3873 -5.4946 0.8 1.0 0.1 -0.320
C -2.4961 0.1969 -4.9166 -3.2 1.9 -2.1 0.741
O -2.9597 1.2616 -5.4026 1.3 -3.5 2.9 -0.642
O -3.0853 -0.6843 -3.9895 1.3 2.4 -1.1 -0.328
H -2.0168 -2.1324 -2.9472 -0.3 0.0 0.0 0.023
H -2.9018 -2.6160 -4.4373 0.6 -0.3 -0.2 0.288
H -0.5473 -2.1632 -5.3257 -0.2 -0.2 0.1 0.321
H -0.2468 -1.1479 -3.9466 -0.1 0.6 0.0 -0.006
C 4.6053 -2.9267 -0.0779 1.7 1.0 2.3 -0.107
C 5.2038 -1.5739 -0.4828 -1.8 0.4 0.6 0.173
O 5.9683 -1.9299 -1.5284 2.9 -2.3 -3.2 -0.384
C 6.3452 -3.3228 -1.4753 -0.4 2.4 -1.4 0.602
O 7.0699 -3.8019 -2.2974 -0.6 0.1 1.4 -0.510
O 5.6871 -3.8531 -0.4534 -1.1 -0.2 -0.4 -0.364
H 3.6024 -3.1095 -0.4638 0.4 -0.5 -0.2 0.238
H 4.6879 -2.9283 1.0089 -0.9 -0.5 0.0 0.228
H 5.8276 -1.0289 0.2257 -0.2 -0.4 0.7 0.243
H 4.4430 -0.8767 -0.8337 -0.3 -0.1 0.2 -0.124
C 0.8578 3.0441 -4.3083 -1.1 0.7 0.8 -1.148
S 1.5214 2.6331 -2.5835 -0.2 -1.2 -3.1 0.860
O 1.1669 1.2058 -2.2759 -0.4 0.4 0.0 -0.512
C 3.2265 2.4827 -3.2482 0.0 0.4 0.8 -1.359
H 0.7066 4.1221 -4.2516 1.0 0.4 -0.4 0.432
H -0.1918 2.8376 -4.5179 -0.2 -1.1 0.7 0.287
H 1.4066 2.6679 -5.1717 0.4 0.2 0.4 0.363
H 3.6846 1.9656 -2.4051 0.6 0.2 -0.2 0.324
H 3.6240 3.4788 -3.4428 0.1 0.1 0.5 0.455
H 3.4021 1.9451 -4.1800 -0.8 -0.4 0.2 0.440
C -3.7233 1.8032 -0.7781 -0.1 1.1 0.7 -0.937
S -2.2087 2.9753 -0.6247 -1.9 -2.3 -1.8 0.271
O -1.1523 1.9275 -0.8831 0.5 1.2 0.4 0.249
C -2.4490 3.7334 -2.2875 0.1 1.0 -0.6 -0.868
H -4.6102 2.3332 -1.1255 0.2 0.2 -0.3 0.501
H -4.0124 1.4003 0.1926 0.5 0.0 0.1 0.320
H -3.4385 0.9934 -1.4497 0.3 0.3 0.0 0.211
H -1.4797 4.1155 -2.6075 0.3 -0.5 0.0 0.124
H -3.0328 4.6461 -2.4074 -0.4 0.2 1.3 0.506
H -2.9232 3.1622 -3.0856 0.5 -1.1 0.4 0.263
C 0.1949 3.5733 2.2005 1.0 0.0 -1.2 -0.424
S 1.7323 3.2454 1.2057 0.1 -0.1 -1.0 0.321
O 1.4953 1.9727 0.4249 -0.1 1.0 0.5 -0.289
C 1.8617 4.6400 -0.0308 -0.2 -0.1 0.7 -0.995
H -0.1680 4.5843 2.0154 0.0 -0.1 0.2 0.432
H 0.5536 3.3980 3.2148 -0.5 0.1 0.0 0.390
H -0.4792 2.7980 1.8364 -0.2 0.0 0.3 -0.298
H 2.1064 5.4738 0.6272 -0.4 0.3 -0.2 0.416
H 1.0261 4.7958 -0.7131 -0.4 0.0 0.7 0.251
H 2.6999 4.5403 -0.7204 0.3 -0.6 0.5 0.325
```
Positions in Å, forces in eV/Å.

=====

(2)
Here is C9H24BBrO7SSi2 as an isolated structure in a non-equilibrium geometry from the Open Molecules 2025 dataset. Energies are from wB97M-V/def2-TZVPD.

lowest unoccupied orbital energy = 0.021 Ha
strongest force on any atom = 1.33 eV Å⁻¹
frontier orbital gap = 10.16 eV

Structure (XYZ):
```
45
Properties=species:S:1:pos:R:3:forces:R:3:nbo_charge:R:1
C -0.2010 -0.6603 0.2003 0.1 0.3 0.4 -0.634
C -0.1310 0.5959 -0.6662 0.0 -1.0 -0.6 -0.212
Br -0.6100 2.1703 0.3719 0.1 0.2 0.0 -0.024
C -0.9853 0.5330 -1.9426 0.3 0.5 0.6 -0.901
Si -0.4613 1.9150 -3.1306 -1.3 0.1 -0.1 1.323
O -0.1436 1.3190 -4.6604 0.9 0.0 0.7 -1.214
Si 1.3672 0.7138 -5.0172 -0.2 0.0 -0.8 1.441
C 2.7981 1.8879 -4.6116 0.6 -1.0 0.5 -0.918
C 3.7654 1.2519 -3.6125 0.1 1.0 0.0 0.067
C 3.6550 1.6391 -2.1963 0.1 0.0 -0.8 -0.121
O 3.2079 0.3796 -2.6659 -0.4 -0.8 0.3 -0.502
B -1.9739 3.2500 -3.3179 0.3 -0.2 -0.1 0.703
O -3.2054 3.1196 -2.7146 -0.1 0.2 -0.5 -0.905
O -1.7585 4.3534 -4.0847 -0.1 0.1 0.2 -0.876
H -0.8880 -0.5696 1.0359 -0.2 0.0 0.0 0.234
H -0.4903 -1.5325 -0.3778 0.1 -0.1 -0.2 0.211
H 0.7836 -0.8233 0.6299 0.0 -0.2 0.1 0.221
H 0.9026 0.7192 -0.9767 0.1 0.3 0.2 0.211
H -2.0183 0.6711 -1.6233 -0.2 -0.1 -0.2 0.228
H -0.8904 -0.4620 -2.3723 0.1 -0.1 -0.2 0.247
H 0.6881 2.6221 -2.5282 0.3 -0.2 -0.1 -0.209
H 1.3942 0.4966 -6.4809 -0.1 0.0 0.0 -0.214
H 1.5556 -0.5979 -4.3747 0.0 0.0 0.1 -0.201
H 2.5004 2.8390 -4.1861 -0.3 0.3 -0.4 0.252
H 3.3892 2.0205 -5.5143 -0.3 0.4 -0.3 0.249
H 4.7621 1.0454 -3.9835 0.0 -0.5 0.0 0.184
H 2.8676 2.3642 -2.0615 0.0 0.1 0.8 0.185
H 4.5102 1.5565 -1.5471 0.0 0.4 0.3 0.191
H -3.4905 2.2075 -2.6799 0.0 -0.2 0.5 0.496
H -2.5847 4.8506 -4.1245 0.0 0.3 -0.1 0.488
O -0.4940 -2.1707 3.3981 0.0 0.2 -0.1 -0.944
S -1.3732 -2.9797 4.1841 0.1 -0.3 0.2 2.390
O -2.7663 -2.6706 4.2481 -0.1 0.1 -0.1 -0.935
O -0.7853 -3.0880 5.6546 0.0 -0.1 0.0 -0.724
C -0.5021 -1.8581 6.3593 0.1 0.5 0.2 -0.076
C -1.7535 -1.1560 6.8467 -0.2 -0.1 -0.2 -0.642
C -1.1833 -4.6712 3.7414 0.0 -0.1 0.0 -0.888
H 0.1003 -1.2075 5.7238 0.0 -0.1 -0.1 0.200
H 0.1153 -2.1542 7.2045 0.0 -0.2 -0.1 0.196
H -2.3627 -0.8037 6.0163 0.0 0.0 0.0 0.230
H -1.4804 -0.2952 7.4571 0.1 0.0 0.0 0.218
H -2.3665 -1.8334 7.4409 0.0 0.0 0.1 0.217
H -0.1249 -4.9136 3.7138 0.0 0.0 0.0 0.252
H -1.6284 -4.7909 2.7563 0.0 0.0 0.0 0.254
H -1.7101 -5.2830 4.4683 0.0 0.0 0.0 0.254
```
Positions in Å, forces in eV/Å.

=====

(3)
Here is a 2-piece molecular cluster, C6H13NO2 overall in a non-equilibrium geometry from the Open Molecules 2025 dataset. Energies are from wB97M-V/def2-TZVPD.

energy relative to the best compared isomer or geometry (same formula, charge and spin) = 56.0 kcal/mol
net charge = -1
lowest unoccupied orbital energy (spin up / spin down) = 0.132 / 0.131 Ha
multiplicity = 2
strongest force on any atom = 2.69 eV Å⁻¹
frontier orbital gap (spin up / spin down) = 3.53 / 7.04 eV

Structure (XYZ):
```
22
Properties=species:S:1:pos:R:3:forces:R:3:nbo_charge:R:1
C 1.2752 -2.0668 1.2966 0.7 -1.8 1.1 -0.057
O 2.4630 -1.2840 1.2502 0.3 0.3 -0.4 -0.744
C 0.5186 -2.2851 -0.0092 1.0 0.1 -2.5 -0.439
C 0.4941 -1.0489 -0.9607 -0.1 1.2 0.3 -0.457
C -0.3527 0.1340 -0.4467 -0.4 0.5 0.2 0.236
C 0.0120 0.8320 0.6473 -0.2 -0.2 1.0 -0.615
C -2.6750 0.1217 -0.6782 -1.4 -0.6 0.7 -0.480
N -1.4785 0.5303 -1.1299 0.6 -0.5 -0.6 -0.650
H 1.7294 -3.0477 1.6100 -0.9 0.4 -0.2 0.156
H 0.6934 -1.7618 2.1703 -0.4 0.4 -0.5 0.173
H 2.4853 -0.6822 0.4976 -0.5 0.0 0.1 0.476
H -0.4558 -2.7838 -0.0476 -0.2 0.6 1.1 0.230
H 1.0704 -3.0353 -0.6177 0.3 0.2 0.5 0.185
H 1.4958 -0.6362 -1.1744 0.1 -0.3 0.5 0.178
H 0.1859 -1.2607 -1.9819 -0.5 -0.5 0.1 0.225
H 0.7954 0.6060 1.3374 0.9 -0.5 -0.1 0.169
H -0.6935 1.4743 1.1606 -0.4 0.4 -0.6 0.177
H -3.6134 0.4663 -1.0876 0.1 0.4 -0.6 0.132
H -2.8916 -0.6339 0.0941 0.8 0.1 0.0 0.107
H -0.0807 3.8347 0.3597 -0.1 -0.2 -0.2 0.478
H -1.3442 3.9771 -0.4680 -0.3 -0.4 -0.1 0.479
O -0.4918 4.3815 -0.3203 0.4 0.5 0.3 -0.960
```
Positions in Å, forces in eV/Å.

=====

(4)
Here is an isolated ion of composition C5H14N2 and charge -1 in a non-equilibrium geometry from the Open Molecules 2025 dataset. Energies are from wB97M-V/def2-TZVPD.

energy relative to the best compared isomer or geometry (same formula, charge and spin) = 24.4 kcal/mol
net charge = -1
lowest unoccupied orbital energy (spin up / spin down) = 0.148 / 0.144 Ha
multiplicity = 2
strongest force on any atom = 3.31 eV Å⁻¹
frontier orbital gap (spin up / spin down) = 2.71 / 9.04 eV

Structure (XYZ):
```
21
Properties=species:S:1:pos:R:3:forces:R:3:nbo_charge:R:1
N -1.7016 -0.1383 0.8515 0.5 -1.1 1.0 -0.873
C -0.5532 0.2052 0.0424 -0.8 1.1 -3.0 -0.096
C 0.6378 0.7188 0.8226 1.0 0.7 0.7 -0.226
C 1.3787 -0.3676 1.6308 0.9 0.9 0.3 -0.644
C 1.5733 1.6067 -0.0450 -1.3 -1.0 -1.2 -0.671
C -0.1602 -0.7785 -1.1005 1.4 -2.5 1.1 -0.714
N -1.2280 -1.0953 -2.0234 -0.5 0.3 -1.2 -0.998
H -2.2877 0.6384 1.1081 -0.1 0.0 -0.3 0.349
H -2.2291 -0.9412 0.5521 0.0 0.1 -0.2 0.368
H -0.9479 0.9564 -0.6957 0.7 0.6 0.9 0.163
H 0.3475 1.4617 1.5721 -0.8 -0.3 0.2 0.181
H 0.7484 -0.8523 2.3772 -0.3 -0.4 -0.6 0.216
H 2.1575 0.0958 2.2742 -0.3 0.2 -0.4 0.182
H 1.9561 -1.0350 0.9907 -0.5 -0.4 0.0 0.206
H 1.0842 2.5741 -0.2057 0.7 0.4 0.9 0.202
H 1.5150 1.3015 -1.0877 0.5 -0.6 -0.2 0.212
H 2.6052 1.5374 0.2753 0.1 0.7 0.2 0.205
H 0.2336 -1.7368 -0.7106 -0.3 0.2 0.6 0.155
H 0.7898 -0.5140 -1.6342 -1.1 0.7 0.3 0.176
H -1.6466 -2.0184 -1.9170 0.1 0.0 0.9 0.311
H -0.8370 -1.2393 -2.9588 0.2 0.6 0.0 0.297
```
Positions in Å, forces in eV/Å.

=====

(5)
Here is a 2-piece molecular cluster, C9H14FNO overall in a non-equilibrium geometry from the Open Molecules 2025 dataset. Energies are from wB97M-V/def2-TZVPD.

SMILES = CC=C=C(F)CCCC.N=C=O
energy relative to the best compared isomer or geometry (same formula, charge and spin) = 48.4 kcal/mol
lowest unoccupied orbital energy = 0.027 Ha
strongest force on any atom = 6.81 eV Å⁻¹
frontier orbital gap = 10.12 eV

Structure (XYZ):
```
26
Properties=species:S:1:pos:R:3:forces:R:3:nbo_charge:R:1
C 2.5295 -1.2962 0.5141 -3.3 -2.3 -2.0 -0.164
C 1.2148 -1.4275 0.3600 4.2 0.4 0.9 -0.055
C 2.1244 2.3168 0.1204 -0.4 0.2 -0.2 0.870
C 3.4928 -2.1797 -0.1594 -2.0 -0.1 -1.9 -0.650
C -3.0995 1.5399 0.8913 1.7 3.4 -1.7 -0.600
C -1.8899 1.1694 -0.0099 -0.2 -2.8 2.6 -0.400
C -2.0415 -0.2890 -0.6147 0.4 2.2 0.5 -0.394
C -0.7063 -0.8482 -1.1447 -2.1 -1.5 6.3 -0.429
C -0.0144 -1.4703 0.0876 -2.9 -0.5 -1.6 0.333
N 1.1621 2.9623 0.4776 2.2 -0.2 0.1 -0.778
O 3.1239 1.7884 -0.1845 -0.6 0.3 0.3 -0.518
F -0.8762 -2.2153 0.8806 0.5 0.2 -0.4 -0.353
H 3.7503 -3.0025 0.3723 1.7 -2.0 2.6 0.227
H 4.2829 -1.7085 -0.6423 1.7 1.0 -0.3 0.223
H 3.0361 -2.7821 -0.9384 -0.8 0.5 -0.7 0.218
H -3.3207 0.9590 1.7245 0.4 -1.4 1.5 0.209
H -3.9044 1.3812 0.2224 -1.5 0.8 -0.4 0.203
H -2.9121 2.6546 1.2722 -1.0 -2.3 -1.0 0.201
H -1.0644 1.1523 0.7279 0.3 -0.2 -0.7 0.188
H -1.6855 1.8488 -0.7685 0.1 1.6 -1.3 0.191
H -2.6354 -0.3571 -1.5174 -1.1 0.6 0.3 0.200
H -2.5146 -0.7940 0.2433 0.4 -0.7 -0.9 0.225
H -1.0141 -1.5384 -1.8182 -0.1 -2.5 -2.2 0.211
H -0.1038 -0.1558 -1.5263 2.4 2.9 -1.8 0.212
H 2.8628 -0.5719 1.1201 1.3 2.7 2.1 0.208
H 0.2034 2.8639 0.3099 -1.2 -0.3 -0.3 0.424
```
Positions in Å, forces in eV/Å.

=====

Among the records above, which one has the lowest strongest force on any atom?
C9H24BBrO7SSi2